# 1
{"formula": "C22H52CrN5O7P", "method": "the ωB97M-V functional and the def2-TZVPD basis", "species": ["Cr", "O", "P", "N", "C", "C", "N", "C", "C", "N", "C", "C", "H", "H", "H", "H", "H", "H", "H", "H", "H", "H", "H", "H", "H", "H", "H", "H", "H", "H", "O", "C", "O", "C", "C", "C", "H", "H", "H", "H", "H", "H", "O", "C", "O", "C", "C", "C", "H", "H", "H", "H", "H", "H", "C", "C", "C", "O", "C", "N", "H", "H", "H", "H", "H", "H", "H", "H", "H", "H", "H", "C", "C", "C", "O", "C", "N", "H", "H", "H", "H", "H", "H", "H", "H", "H", "H", "H"], "positions_angstrom": [[9.05221, -34.51586, -17.32661], [10.38966, -34.26952, -18.86366], [11.22318, -33.72561, -19.99158], [10.43910, -33.50215, -21.47659], [11.10447, -33.18245, -22.75397], [8.97531, -33.38892, -21.50526], [12.49192, -34.76709, -20.33501], [12.20689, -36.01871, -21.01525], [13.57470, -34.86198, -19.39859], [11.86668, -32.22901, -19.60194], [11.12899, -31.30289, -18.76331], [12.92471, -31.61844, -20.41599], [12.14837, -32.97489, -22.53827], [10.51695, -32.38805, -23.21705], [10.98619, -33.98673, -23.48368], [8.55332, -33.92412, -20.65540], [8.60846, -33.85394, -22.42180], [8.65496, -32.34497, -21.52284], [11.44066, -36.58871, -20.48574], [11.96632, -35.86421, -22.06745], [13.10531, -36.63206, -21.08367], [13.33838, -35.57862, -18.60456], [14.49266, -35.28902, -19.80512], [13.80807, -33.88571, -18.97558], [10.49438, -31.76789, -18.01057], [11.82303, -30.67054, -18.20949], [10.46382, -30.66816, -19.35580], [13.60071, -31.04546, -19.78055], [12.44528, -30.94933, -21.13196], [13.51744, -32.41984, -20.85415], [9.99408, -33.16229, -15.90695], [10.53749, -32.37594, -15.13040], [11.34430, -31.40075, -15.57860], [11.81245, -30.55496, -14.48703], [11.08271, -31.01909, -13.21725], [10.40617, -32.31649, -13.63548], [11.57940, -29.52119, -14.73118], [12.87442, -30.68412, -14.28531], [10.33298, -30.30442, -12.87977], [11.77793, -31.17262, -12.39440], [9.38921, -32.38616, -13.25352], [10.95897, -33.13271, -13.16682], [7.93897, -32.88365, -18.10852], [7.45058, -31.83328, -18.55277], [7.79731, -30.59071, -18.19211], [6.88253, -29.65890, -18.74790], [6.40233, -30.33915, -20.03960], [6.37563, -31.75287, -19.64307], [7.31746, -28.70325, -19.03345], [6.06786, -29.50490, -18.03942], [7.25531, -30.22833, -20.71088], [5.43487, -29.92509, -20.31446], [6.51168, -32.49150, -20.42948], [5.47987, -32.01235, -19.07005], [7.90111, -38.41148, -18.76699], [8.41397, -37.25432, -17.94406], [9.87647, -37.29112, -17.58019], [10.10253, -36.18251, -16.70003], [11.38800, -36.18200, -16.08668], [8.16523, -35.94889, -18.59536], [8.58276, -38.52272, -19.61303], [6.88063, -38.36059, -19.14681], [7.86004, -39.30223, -18.13822], [7.78669, -37.35320, -17.05698], [10.57481, -37.32162, -18.41837], [10.00619, -38.22726, -17.03180], [11.97934, -37.00619, -16.48768], [11.41689, -36.26838, -15.00012], [11.97194, -35.28798, -16.31256], [8.61484, -35.99126, -19.50696], [7.21079, -35.88136, -18.93660], [8.28551, -35.24602, -13.65338], [7.38206, -35.68629, -14.82810], [5.89344, -35.84514, -14.34764], [5.85849, -36.57622, -13.12763], [4.51894, -36.73677, -12.64891], [7.49332, -34.61642, -15.84453], [8.27385, -36.02100, -12.88626], [7.78349, -34.41959, -13.14529], [9.31903, -35.00283, -13.89103], [7.68162, -36.65840, -15.21392], [5.26805, -36.40812, -15.05039], [5.30464, -34.92829, -14.23804], [4.55711, -37.25505, -11.69397], [3.99925, -37.33129, -13.40453], [3.94278, -35.81514, -12.54409], [7.36317, -33.75589, -15.32345], [6.64485, -34.67195, -16.40213]], "forces_ev_per_a": [[0.144, 1.840, 0.126], [-0.412, 0.398, -0.443], [1.187, 0.909, -1.361], [-0.599, -1.110, 1.209], [-0.756, -0.406, 0.615], [0.665, -0.386, -0.254], [-0.350, 1.116, -0.675], [0.049, -0.136, -0.583], [0.579, -0.285, 1.070], [0.345, -1.440, 0.817], [-0.340, 0.245, 0.133], [-0.520, -0.304, 0.457], [-0.076, 0.256, -0.567], [0.628, 0.611, 0.156], [0.332, -0.392, 0.234], [-0.117, 0.219, 0.044], [-0.097, -0.071, 0.009], [-0.070, 0.103, 0.144], [-0.123, -0.179, -0.214], [-0.540, 0.103, 0.148], [0.098, 0.107, 0.414], [-0.182, 0.211, 0.385], [-0.104, 0.310, -0.628], [-0.030, -0.112, 0.123], [0.193, -0.414, -0.177], [0.061, 0.051, -0.128], [0.087, 0.227, -0.150], [-0.115, 0.084, 0.087], [0.440, -0.005, -0.370], [-0.069, 0.246, -0.406], [0.912, 0.934, 0.998], [-0.244, 0.018, -0.846], [-0.290, -0.593, 0.539], [-0.162, 0.069, 0.889], [-0.419, 0.318, -0.038], [0.337, -0.104, 0.747], [0.155, -0.118, -0.231], [0.098, -0.038, -0.831], [0.112, 0.113, -0.107], [-0.029, 0.045, -0.072], [-0.092, -0.138, -0.431], [-0.111, -0.367, -0.370], [-1.128, 2.884, -0.604], [0.508, -1.090, -0.804], [0.790, -1.375, 0.872], [-1.243, 0.512, -1.152], [0.392, 1.054, 0.693], [-0.039, -1.483, 1.469], [0.525, -0.145, 0.651], [0.065, 0.065, 0.075], [-0.599, 0.418, -0.719], [0.326, 0.029, -0.668], [0.075, -0.038, 0.148], [-0.352, -0.053, -0.275], [0.839, -0.733, -0.395], [-1.535, 0.055, -0.468], [-0.488, -1.096, 0.980], [0.858, -1.071, 0.518], [1.421, -0.222, -0.168], [-0.742, -0.638, -1.047], [-0.180, -0.570, -0.150], [0.008, 0.741, 0.065], [0.499, -0.209, -0.219], [0.399, 0.749, 0.392], [-0.108, 0.415, -0.195], [0.311, 0.012, 0.139], [-0.055, -0.106, 0.076], [-0.802, -0.182, 0.014], [-0.440, 0.263, -0.327], [0.718, 0.163, 0.044], [-0.464, -0.053, 0.659], [-0.980, -0.852, 0.500], [-0.355, 0.431, 1.517], [-0.087, -0.858, 0.532], [0.134, 0.884, 0.018], [0.157, -0.487, -0.703], [-0.791, -0.721, -0.434], [0.161, -0.118, -0.135], [0.203, 0.344, -0.139], [-0.146, 0.013, -0.378], [0.236, 0.197, -0.151], [0.363, -0.182, -0.615], [0.611, 0.654, 0.150], [0.064, -0.012, -0.127], [-0.297, -0.266, 0.246], [0.394, 0.340, 0.076], [0.302, 0.320, -0.100], [-0.105, 0.083, -0.319]], "mulliken_charge": [0.452, 0.590, -0.959, 0.587, -1.222, -0.611, 0.168, -0.763, -0.911, 0.660, -0.499, -1.206, 0.353, 0.402, 0.349, -0.207, 0.480, 0.246, 0.076, 0.195, 0.451, 0.215, 0.386, 0.302, -0.433, 0.415, 0.269, 0.346, 0.291, 0.461, -0.542, 0.291, -0.273, -0.467, -0.712, -0.197, 0.321, 0.313, 0.289, 0.293, 0.114, 0.299, -0.564, 0.390, -0.244, -0.620, -0.534, -0.528, 0.386, 0.342, 0.218, 0.394, 0.292, 0.398, -1.770, 0.765, -0.811, 0.355, -1.085, -0.430, 0.411, 0.411, 0.427, -0.341, 0.205, 0.658, 0.479, 0.265, 0.207, 0.184, 0.431, -1.624, 0.461, -1.043, -0.331, -0.764, 0.821, 0.499, 0.396, 0.201, -0.024, 0.524, 0.473, 0.259, 0.330, 0.310, 0.362, 0.243], "total_charge": 2, "s_squared": 6.006, "spin_multiplicity": 5, "homo_lumo_gap_ev": [7.73, 8.94], "de_lowest_kcal_mol": 20.69}

---

# 2
{"formula": "C22H52F5NbO13P", "method": "the ωB97M-V functional and the def2-TZVPD basis", "species": ["C", "O", "C", "Nb", "C", "C", "O", "O", "P", "O", "O", "C", "F", "F", "C", "F", "F", "F", "H", "H", "H", "H", "H", "H", "H", "H", "H", "H", "H", "H", "C", "O", "C", "C", "O", "C", "H", "H", "H", "H", "H", "H", "H", "H", "H", "H", "C", "O", "C", "C", "O", "C", "H", "H", "H", "H", "H", "H", "H", "H", "H", "H", "C", "O", "C", "C", "O", "C", "H", "H", "H", "H", "H", "H", "H", "H", "H", "H", "C", "O", "C", "C", "O", "C", "H", "H", "H", "H", "H", "H", "H", "H", "H", "H"], "positions_angstrom": [[1.13341, 5.07497, 0.60839], [0.83362, 4.59061, 1.87201], [1.53025, 3.37126, 2.15628], [3.50231, 3.70622, 3.30973], [4.64245, 3.49386, 1.32231], [5.62414, 2.36859, 1.20204], [6.05969, 1.98903, 0.14671], [6.05428, 1.75933, 2.35018], [3.68059, 6.24225, 3.04860], [5.02051, 6.81589, 2.26755], [3.57003, 7.14066, 4.42258], [2.30866, 3.87172, 5.30218], [1.12691, 4.56113, 5.14362], [1.91642, 2.59426, 5.64872], [2.95774, 4.46696, 6.59796], [2.83924, 3.63016, 7.66362], [2.37604, 5.63802, 6.94980], [4.27246, 4.71762, 6.44353], [0.71151, 4.44703, -0.17543], [0.70535, 6.06478, 0.51715], [2.20708, 5.17485, 0.46125], [0.89089, 2.81588, 2.83895], [1.61544, 2.74067, 1.27257], [5.14855, 3.66570, 4.10737], [3.54869, 1.89497, 3.50356], [3.93359, 3.36590, 0.51746], [5.22558, 4.38240, 1.09712], [5.45701, 1.02999, 2.52387], [4.76857, 7.24920, 1.45652], [4.37048, 7.00134, 4.93104], [-1.66547, -1.94712, 1.92504], [-0.58203, -2.76372, 2.33274], [0.61529, -2.49991, 1.61864], [1.55705, -1.59385, 2.37897], [1.01973, -0.29961, 2.55407], [0.48407, -0.08266, 3.84669], [-2.44764, -2.03815, 2.67761], [-1.37435, -0.89754, 1.84685], [-2.06876, -2.28144, 0.96325], [0.38595, -2.05901, 0.64279], [1.10977, -3.46237, 1.44782], [2.48098, -1.48864, 1.79944], [1.81543, -2.04016, 3.34448], [1.29163, 0.05009, 4.57271], [-0.15956, -0.91028, 4.15878], [-0.10352, 0.83260, 3.81705], [-4.86202, -3.26673, -3.96105], [-3.89445, -4.22489, -3.56917], [-2.71202, -3.64565, -3.04310], [-2.69836, -3.65178, -1.53202], [-3.71768, -2.82803, -0.98983], [-4.85253, -3.55088, -0.55280], [-5.80460, -3.78863, -4.11234], [-5.00494, -2.49948, -3.19799], [-4.57181, -2.78900, -4.90346], [-2.58957, -2.62340, -3.41339], [-1.86748, -4.23971, -3.40549], [-1.73833, -3.25326, -1.18854], [-2.79114, -4.67499, -1.15618], [-4.64388, -4.06036, 0.39464], [-5.17378, -4.28539, -1.29499], [-5.65602, -2.83352, -0.39430], [6.83115, -1.25206, 0.67463], [5.46946, -1.46053, 0.32590], [5.24969, -1.57248, -1.06476], [5.08754, -3.01239, -1.49715], [6.27381, -3.76997, -1.31422], [6.26890, -4.54146, -0.12998], [6.91332, -1.41042, 1.74918], [7.49651, -1.95239, 0.16207], [7.12360, -0.22330, 0.45112], [6.06070, -1.09533, -1.62189], [4.32493, -1.03304, -1.29293], [4.84915, -3.03668, -2.56549], [4.25542, -3.47296, -0.95480], [5.61704, -5.41657, -0.23998], [5.94280, -3.95483, 0.73162], [7.28796, -4.88386, 0.04269], [-6.56514, 0.25326, -4.65218], [-7.31838, -0.94453, -4.56669], [-8.64672, -0.74661, -4.11526], [-9.63864, -0.74777, -5.25586], [-9.44381, 0.34737, -6.13407], [-8.72748, 0.01097, -7.30734], [-5.67237, 0.03703, -5.23627], [-7.12756, 1.04896, -5.14503], [-6.25944, 0.58870, -3.65578], [-8.72438, 0.18520, -3.54765], [-8.88833, -1.57362, -3.44024], [-10.64854, -0.65971, -4.84356], [-9.57858, -1.69321, -5.80356], [-9.36383, -0.54898, -8.00173], [-7.83585, -0.57797, -7.08119], [-8.42439, 0.94142, -7.78377]], "forces_ev_per_a": [[-0.015, 0.349, 0.040], [0.015, -0.084, 0.325], [0.636, -0.984, 0.297], [-1.458, 0.881, -1.567], [-0.032, 0.173, 0.937], [-0.208, -0.043, -0.343], [0.166, -0.102, -0.385], [0.548, 0.034, -0.061], [0.614, -0.765, 0.639], [0.028, -0.031, 0.362], [-0.063, 0.265, -0.628], [0.189, 0.507, 0.794], [-0.222, 0.109, -0.137], [-0.046, -0.247, -0.049], [-0.344, 0.045, 0.405], [0.139, 0.462, -0.386], [0.327, -0.413, -0.030], [-0.281, -0.063, 0.076], [0.008, -0.291, -0.233], [-0.182, 0.292, -0.013], [0.350, -0.054, -0.143], [-0.198, -0.116, 0.249], [-0.159, -0.069, -0.347], [-0.051, -0.610, -0.219], [0.483, 0.189, 0.354], [-0.138, 0.033, -0.437], [0.101, 0.363, -0.023], [-0.340, -0.157, 0.391], [-0.084, 0.319, -0.368], [0.184, -0.076, 0.457], [-0.041, -0.001, 0.003], [-0.019, 0.047, -0.010], [-0.026, -0.187, 0.059], [0.188, 0.210, -0.129], [-0.209, -0.090, -0.057], [0.104, 0.047, 0.091], [0.005, -0.043, 0.022], [0.018, 0.001, 0.006], [-0.004, 0.048, -0.016], [-0.004, 0.034, -0.026], [0.017, 0.020, -0.010], [0.025, -0.041, 0.023], [-0.020, -0.033, 0.023], [-0.027, 0.008, 0.045], [-0.004, -0.007, -0.005], [0.041, 0.044, -0.048], [-0.004, -0.016, -0.029], [-0.051, 0.044, 0.059], [0.003, -0.162, -0.111], [0.078, 0.176, 0.107], [-0.059, -0.063, -0.094], [0.021, 0.033, 0.058], [0.005, -0.031, -0.028], [-0.005, 0.020, -0.009], [-0.015, 0.051, 0.018], [0.001, 0.039, 0.009], [0.016, 0.020, 0.012], [0.011, -0.030, -0.001], [-0.014, -0.034, -0.009], [-0.014, -0.041, -0.019], [0.000, -0.008, -0.003], [0.012, 0.031, 0.023], [0.030, 0.152, 0.053], [0.056, -0.214, 0.075], [-0.127, 0.168, 0.112], [0.074, -0.036, -0.151], [0.000, -0.002, 0.039], [0.011, 0.006, -0.009], [-0.017, 0.012, 0.017], [-0.053, -0.043, -0.028], [0.010, -0.013, -0.017], [0.026, -0.001, -0.022], [0.010, 0.016, -0.050], [-0.016, 0.008, 0.011], [-0.023, -0.009, 0.032], [-0.024, 0.013, 0.040], [-0.008, -0.006, 0.005], [0.015, -0.020, -0.032], [0.042, -0.044, 0.044], [-0.005, 0.056, -0.095], [0.109, -0.179, 0.075], [-0.141, 0.129, -0.018], [0.082, -0.007, 0.003], [-0.027, 0.014, -0.004], [0.019, -0.033, 0.018], [-0.010, 0.008, -0.001], [-0.017, 0.042, -0.007], [-0.016, 0.040, -0.008], [-0.025, 0.016, 0.016], [0.002, -0.024, 0.006], [0.024, -0.032, -0.007], [0.033, -0.036, -0.002], [0.000, -0.010, -0.004], [-0.033, 0.025, -0.003]], "mulliken_charge": [-0.688, -0.351, -0.416, -0.207, -0.387, 0.235, -0.590, -0.435, 0.319, -0.502, -0.498, 0.310, -0.293, -0.353, 0.788, -0.292, -0.276, -0.252, 0.318, 0.258, 0.227, -0.005, 0.519, -0.011, 0.052, 0.360, 0.334, 0.242, 0.334, 0.303, -0.010, -0.410, -0.410, -0.483, -0.166, -0.951, 0.294, 0.189, -0.211, 0.253, 0.370, 0.236, 0.332, 0.319, 0.439, 0.241, -0.780, -0.393, -0.718, -0.107, -0.405, -0.812, 0.263, 0.347, 0.375, 0.343, 0.392, 0.166, 0.325, 0.334, 0.364, 0.241, -0.893, -0.191, -0.527, -0.511, -0.382, -0.696, 0.252, 0.400, 0.311, 0.337, 0.398, 0.377, 0.257, 0.320, 0.281, 0.254, -0.896, -0.215, -0.538, -0.536, -0.378, -0.659, 0.233, 0.445, 0.316, 0.363, 0.368, 0.372, 0.313, 0.323, 0.249, 0.245], "total_charge": -1, "homo_lumo_gap_ev": 6.50}